37
Properties=species:S:1:pos:R:3:forces:R:3:nbo_charge:R:1 method="wB97M-V/def2-TZVPD" smiles="CO[C@@H](c1ccc(C)cc1)[C@H]1C=[NH+]c2ccc(Br)cc21" charge=+1 gap_ev=7.4
C 2.30871 0.80560 1.21402 0.6 0.7 0.1 -0.264
O 1.06284 1.09124 0.52840 1.3 -0.4 1.9 -0.568
C 0.26247 -0.04463 0.66434 0.7 -0.8 0.8 0.141
C -1.14174 0.32853 1.06359 0.1 -0.3 -0.3 -0.054
C -2.01899 -0.71514 1.28600 -0.7 0.0 0.2 -0.215
C -3.35427 -0.47544 1.59148 0.1 0.0 -0.5 -0.196
C -3.81864 0.84550 1.61247 -0.2 0.2 0.5 0.008
C -5.28540 1.14393 1.75858 -0.9 0.1 0.2 -0.644
C -2.90338 1.89718 1.50268 0.1 -0.1 -0.5 -0.199
C -1.58277 1.64468 1.14151 0.2 -0.3 0.2 -0.217
C 0.33760 -0.68028 -0.74644 0.3 -3.1 1.9 -0.422
C -0.03105 0.34062 -1.67582 -0.1 0.0 -2.2 0.289
N 0.91531 0.52208 -2.60581 -1.7 -0.4 1.6 -0.418
C 2.02354 -0.33803 -2.34393 0.4 -0.4 0.1 0.067
C 3.23284 -0.44622 -3.02732 0.2 0.0 0.3 -0.188
C 4.18964 -1.32423 -2.50474 -0.1 -0.7 0.5 -0.213
C 3.93580 -2.09351 -1.35249 -1.9 0.8 0.5 -0.081
Br 5.12907 -3.36356 -0.64391 0.1 0.3 -0.3 0.146
C 2.69894 -1.93270 -0.66150 0.0 -0.5 -0.1 -0.239
C 1.72071 -1.08009 -1.19561 0.8 -0.1 -0.2 0.060
H 2.81399 1.77338 1.37815 -0.3 -0.5 0.1 0.215
H 2.08614 0.29388 2.20141 0.5 0.7 -1.2 0.193
H 2.97011 0.20933 0.53678 -0.5 0.3 0.9 0.186
H 0.69312 -0.92748 1.37429 -0.8 2.4 -1.3 0.216
H -1.66457 -1.72656 1.14069 -0.1 -0.3 0.3 0.199
H -4.03679 -1.31883 1.73843 0.2 0.4 -0.1 0.229
H -5.52629 2.21886 1.78783 0.4 -0.4 0.0 0.227
H -5.89371 0.73813 0.93539 0.4 0.0 0.1 0.232
H -5.72189 0.69822 2.66201 0.3 0.1 -0.1 0.234
H -3.22584 2.92925 1.64882 -0.1 -0.3 -0.2 0.228
H -0.87660 2.42624 0.88646 -0.1 0.2 0.4 0.233
H -0.27780 -1.60130 -0.36758 0.3 1.4 -2.2 0.339
H -0.98064 0.86359 -1.53645 0.5 0.3 -0.7 0.272
H 0.83886 1.15032 -3.40291 0.0 0.0 0.4 0.456
H 3.45481 0.14378 -3.91756 -0.1 -0.2 0.3 0.246
H 5.15090 -1.50926 -2.96299 -0.1 0.4 -0.3 0.252
H 2.51497 -2.48712 0.29174 0.2 0.5 -1.0 0.248

108
Properties=species:S:1:pos:R:3:forces:R:3:mulliken_spin:R:1 method="wB97M-V/def2-TZVPD" charge=-2 gap_ev="4.0 / 3.9" multiplicity=2
Co -1.07478 0.42504 0.48166 -1.1 -0.8 -0.7 1.146
C -1.04184 -6.71686 1.53221 0.2 0.1 0.0 0.000
C 0.21138 -6.16215 2.21403 -0.2 -0.8 0.0 0.001
C 0.22632 -6.59934 3.67639 0.3 0.1 -0.1 0.000
C 1.38018 -5.92899 4.40660 -0.1 -0.1 0.0 0.003
C 1.18263 -4.44112 4.32840 0.4 0.1 0.8 -0.003
C 1.57730 -3.60089 5.37011 -0.3 -0.4 -0.7 -0.002
C 1.36947 -2.23894 5.25489 0.0 0.4 -0.1 0.000
F 1.82673 -1.43225 6.24411 -0.1 -0.2 -0.2 0.000
C 0.74318 -1.68333 4.16648 0.2 -0.3 0.0 0.004
C 0.33911 -2.51137 3.10817 0.3 -0.6 1.0 -0.001
C -0.29683 -1.94727 1.94309 -1.3 2.3 -0.3 0.003
O -0.76024 -0.75193 1.99421 1.6 -3.2 0.2 0.008
C -0.33836 -2.79808 0.79534 0.2 0.0 -0.4 -0.004
C -0.04877 -4.11885 0.92352 0.0 0.2 0.7 -0.002
N 0.24361 -4.71182 2.11772 0.1 0.5 -0.7 -0.002
C 0.58011 -3.90393 3.19134 -0.2 0.8 0.0 0.005
C -0.73307 -2.31662 -0.59023 -0.1 0.1 -0.1 -0.003
O -0.63882 -3.10896 -1.52581 0.1 -0.4 -0.1 -0.003
O -1.18189 -1.13725 -0.68666 0.2 -0.3 0.2 -0.024
H -1.12496 -7.78257 1.73219 0.0 -0.1 0.0 0.000
H -1.01624 -6.57233 0.45743 -0.1 0.0 -0.1 0.000
H -1.92845 -6.21858 1.91696 -0.1 0.1 0.1 0.000
H 1.10371 -6.57255 1.71221 -0.1 0.1 0.1 0.000
H 0.30596 -7.68760 3.71859 0.0 0.0 -0.1 0.000
H -0.71346 -6.30512 4.14790 -0.1 0.0 0.0 0.000
H 2.32746 -6.21409 3.93510 0.0 0.0 0.0 0.000
H 1.41524 -6.25555 5.44767 0.1 0.1 0.0 0.000
H 2.05356 -4.00121 6.25185 0.1 -0.1 0.1 0.000
H 0.59618 -0.61956 4.09863 -0.2 0.3 0.0 -0.005
H -0.06623 -4.73572 0.03758 -0.2 0.0 0.0 0.002
Se -1.27509 2.11463 1.93277 0.1 2.6 -0.9 -0.112
Se -3.24342 3.22078 2.02295 -0.9 0.4 -0.5 -0.032
Te -3.36736 1.26575 5.26746 -0.6 0.0 0.2 -0.008
Se -1.26996 1.18606 3.96566 0.7 -0.7 2.8 -0.036
F -5.68038 5.63623 -4.40549 0.0 -0.2 0.1 0.000
C -4.36657 5.92051 -4.20510 -0.4 0.4 -0.3 0.000
F -4.36472 7.06693 -3.49710 0.1 0.0 0.3 0.000
F -3.89766 6.25069 -5.42746 0.3 -0.2 -0.1 0.000
C -3.61267 4.81177 -3.55338 0.2 -0.2 0.2 0.000
C -3.67539 4.64526 -2.17268 -0.1 0.3 -0.7 0.000
C -2.97865 3.61637 -1.57628 0.2 -0.5 0.1 0.006
C -2.20911 2.73378 -2.32675 -0.4 0.3 -0.1 0.015
C -2.15877 2.91370 -3.71533 0.0 -0.1 0.3 -0.004
C -2.85400 3.92919 -4.32579 -0.3 0.5 0.0 -0.001
P -1.06891 1.46683 -1.57621 -0.5 0.9 -0.3 -0.029
C 0.27421 2.67206 -1.87187 0.6 0.3 0.1 -0.005
C 1.17964 2.71757 -2.93351 -0.3 -0.2 0.3 0.003
C 2.14139 3.70109 -2.98201 0.2 0.5 0.2 0.001
C 2.21565 4.66697 -1.97411 -0.4 -0.2 0.1 0.000
C 1.29852 4.65487 -0.92300 0.7 0.3 -0.6 0.002
C 0.34562 3.66698 -0.89119 -0.5 -0.5 0.0 -0.005
C 3.27046 5.71087 -2.05419 0.6 0.4 -0.2 -0.001
F 4.52926 5.21273 -1.97970 0.0 -0.3 0.0 0.000
F 3.24696 6.38867 -3.23097 -0.2 -0.1 -0.1 0.000
F 3.20187 6.64803 -1.09613 -0.3 0.0 0.2 0.000
C -1.43175 0.23445 -2.87594 0.1 -0.2 -0.2 -0.011
C -2.78824 -0.10137 -2.86734 0.0 0.0 0.0 0.000
C -3.28037 -1.11033 -3.66114 0.1 -0.1 -0.1 -0.003
C -2.40647 -1.80032 -4.49515 0.2 -0.1 0.0 0.004
C -1.06242 -1.45906 -4.53597 -0.3 -0.2 -0.1 0.000
C -0.57591 -0.44595 -3.72714 0.0 0.1 0.1 0.006
C -2.94348 -2.87925 -5.37614 -0.3 -0.1 -0.5 -0.001
F -3.91827 -3.61771 -4.81719 -0.1 0.0 0.4 0.000
F -3.50885 -2.37254 -6.50995 0.0 0.2 0.0 0.000
F -2.02374 -3.75554 -5.81061 0.4 0.0 0.1 0.000
H -4.25754 5.32284 -1.56687 -0.1 0.1 0.1 0.000
H -3.05400 3.51061 -0.50520 0.1 -0.1 0.3 -0.004
H -1.55510 2.25020 -4.31916 0.0 0.0 -0.1 0.000
H -2.80735 4.06351 -5.39710 0.0 0.0 -0.1 0.000
H 1.14388 1.96157 -3.70059 0.0 -0.1 -0.1 0.000
H 2.85063 3.73786 -3.79742 0.0 0.0 -0.1 0.000
H 1.33795 5.41343 -0.15349 0.0 0.0 0.0 0.001
H -0.37660 3.67588 -0.08516 0.0 -0.1 0.1 0.003
H -3.45482 0.42041 -2.19149 -0.1 0.0 0.0 0.000
H -4.32358 -1.38810 -3.62196 -0.1 0.0 0.0 0.000
H -0.39163 -2.00923 -5.17956 0.1 0.0 0.0 0.000
H 0.47928 -0.23523 -3.71562 0.1 0.0 0.0 -0.001
N -3.84241 -0.82081 2.03304 -0.1 -0.3 -0.1 0.004
N -3.39394 -0.05787 0.87467 0.3 -0.2 -0.3 0.048
H -3.99597 -0.15342 2.79297 0.2 0.0 0.0 -0.001
H -3.05252 -1.39396 2.33197 -0.1 0.5 0.0 0.000
H -4.01284 0.75492 0.82356 0.3 0.0 0.0 -0.008
H -3.57417 -0.64977 0.05992 -0.1 0.2 0.2 -0.005
C 3.71333 3.37284 1.40471 0.0 -0.1 0.2 0.001
C 4.03437 2.14500 2.24975 0.0 0.0 -0.1 0.001
C 3.37793 0.88240 1.66692 0.4 0.2 0.6 0.007
C 3.64248 -0.33987 2.57464 0.0 -0.2 -0.1 0.001
C 3.23932 -1.64755 1.90121 0.1 0.0 0.1 -0.001
C 4.01744 0.57961 0.33083 -0.3 0.1 0.0 -0.004
O 5.21774 0.54283 0.15228 0.4 0.0 0.1 0.000
N 3.14773 0.30332 -0.67510 0.2 -0.2 -0.6 0.002
C 1.75199 0.41616 -0.62591 0.6 0.2 0.4 0.002
O 1.14298 0.21462 -1.66744 0.2 -0.6 -0.5 0.000
N 1.17194 0.79105 0.50493 -1.0 -0.4 -0.3 0.042
C 1.86345 1.08547 1.62022 0.0 0.2 0.1 0.002
O 1.29751 1.52020 2.61110 0.8 -0.4 0.2 -0.001
H 4.22149 4.24900 1.80166 0.0 0.1 0.0 0.000
H 2.64247 3.56871 1.41016 -0.1 0.0 0.0 -0.002
H 4.03130 3.22508 0.37253 0.1 0.1 -0.1 0.000
H 3.67529 2.29839 3.26976 0.0 -0.1 -0.1 0.000
H 5.11504 1.98288 2.27786 -0.1 0.0 0.0 0.000
H 3.08093 -0.21409 3.50310 0.0 0.2 -0.1 0.000
H 4.70689 -0.36737 2.82230 0.0 0.1 0.0 0.000
H 2.22326 -1.58585 1.51663 0.0 0.0 -0.1 0.001
H 3.27237 -2.47102 2.61234 0.0 -0.1 0.0 0.000
H 3.90423 -1.87623 1.06929 0.0 -0.1 -0.1 0.000
H 3.52965 0.06063 -1.58198 0.0 0.1 0.2 -0.001

ΔE to the lowest compared entry with this formula, charge and spin per entry: 93.5; 75.2 kJ/mol